Entry 1:
{
  "formula": "C27H74MgN9O12",
  "method": "ωB97M-V/def2-TZVPD",
  "charge": 1,
  "homo_energy_ev": -10.06,
  "total_energy_ha": -2668.65979,
  "gap_ev": 7.06,
  "elements": ["Mg", "C", "C", "O", "H", "H", "H", "H", "H", "C", "O", "N", "N", "H", "H", "H", "H", "C", "O", "N", "N", "H", "H", "H", "H", "C", "O", "N", "N", "H", "H", "H", "H", "C", "C", "O", "H", "H", "H", "H", "H", "H", "C", "C", "O", "H", "H", "H", "H", "H", "H", "C", "O", "C", "C", "N", "C", "C", "O", "C", "H", "H", "H", "H", "H", "H", "H", "H", "H", "H", "H", "H", "H", "H", "H", "C", "O", "C", "C", "N", "C", "C", "O", "C", "H", "H", "H", "H", "H", "H", "H", "H", "H", "H", "H", "H", "H", "H", "H", "C", "O", "C", "C", "N", "C", "C", "O", "C", "H", "H", "H", "H", "H", "H", "H", "H", "H", "H", "H", "H", "H", "H", "H"],
  "xyz": [[-12.454, 4.383, 13.596], [-11.424, 3.713, 9.843], [-11.792, 5.045, 10.419], [-12.195, 5.043, 11.763], [-11.187, 3.804, 8.777], [-12.237, 2.983, 9.821], [-10.504, 3.247, 10.198], [-12.429, 5.640, 9.758], [-10.832, 5.580, 10.426], [-11.756, 1.424, 12.941], [-11.841, 2.624, 13.242], [-10.906, 1.000, 12.031], [-12.595, 0.504, 13.426], [-10.982, 0.128, 11.514], [-10.480, 1.641, 11.380], [-13.256, 0.590, 14.178], [-12.569, -0.456, 13.048], [-10.225, 8.556, 12.430], [-9.759, 9.473, 13.099], [-10.363, 7.294, 12.864], [-10.527, 8.649, 11.142], [-10.377, 7.154, 13.863], [-11.042, 6.747, 12.347], [-10.190, 9.461, 10.654], [-10.970, 7.850, 10.724], [-16.682, 6.600, 9.731], [-16.941, 5.496, 10.173], [-17.534, 7.420, 9.074], [-15.472, 7.143, 9.835], [-18.339, 6.985, 8.655], [-17.174, 8.319, 8.814], [-15.204, 7.948, 9.293], [-14.720, 6.469, 9.869], [-8.194, 5.992, 8.517], [-7.229, 6.422, 9.552], [-7.986, 6.897, 10.644], [-8.860, 5.230, 8.941], [-7.755, 5.301, 7.790], [-8.828, 6.745, 8.055], [-6.450, 7.107, 9.216], [-6.618, 5.600, 9.942], [-8.566, 6.197, 10.951], [-8.066, 2.540, 7.289], [-8.852, 2.473, 5.956], [-8.651, 3.689, 5.220], [-7.052, 2.903, 7.139], [-8.100, 1.504, 7.627], [-8.592, 3.220, 7.957], [-9.908, 2.255, 6.154], [-8.601, 1.602, 5.343], [-9.133, 3.559, 4.398], [-17.387, 1.627, 12.285], [-15.971, 1.517, 12.511], [-15.253, 2.551, 11.785], [-15.159, 3.838, 12.579], [-14.267, 3.727, 13.793], [-14.883, 4.572, 14.871], [-14.964, 6.055, 14.566], [-13.708, 6.476, 14.001], [-13.612, 7.870, 13.652], [-17.943, 2.440, 12.758], [-17.869, 0.685, 12.544], [-17.697, 1.746, 11.242], [-15.796, 2.788, 10.866], [-14.359, 2.066, 11.391], [-16.175, 4.067, 12.907], [-14.770, 4.663, 11.984], [-14.521, 2.784, 14.074], [-14.346, 4.358, 15.799], [-15.883, 4.176, 15.060], [-15.084, 6.620, 15.492], [-15.730, 6.353, 13.849], [-12.702, 8.370, 13.985], [-14.452, 8.497, 13.948], [-13.536, 7.870, 12.563], [-10.952, -0.379, 8.971], [-11.023, -1.283, 10.074], [-12.230, -2.012, 10.237], [-12.230, -2.841, 11.555], [-12.911, -2.119, 12.642], [-12.682, -2.762, 13.938], [-11.178, -2.784, 14.348], [-10.588, -3.985, 13.882], [-9.217, -4.125, 14.319], [-11.849, -0.380, 8.348], [-10.136, -0.518, 8.260], [-10.820, 0.646, 9.327], [-12.362, -2.682, 9.386], [-13.070, -1.311, 10.269], [-11.182, -2.846, 11.853], [-12.630, -3.841, 11.389], [-13.925, -2.093, 12.629], [-13.070, -3.787, 13.952], [-13.342, -2.389, 14.726], [-11.019, -2.747, 15.430], [-10.666, -1.887, 13.985], [-9.185, -4.447, 15.362], [-8.704, -3.166, 14.227], [-8.668, -4.884, 13.766], [-13.342, 5.644, 6.371], [-12.397, 6.674, 6.065], [-12.241, 7.564, 7.197], [-11.570, 8.813, 6.650], [-12.505, 9.568, 5.882], [-12.092, 10.930, 5.472], [-13.286, 11.589, 4.714], [-13.899, 10.692, 3.799], [-15.169, 11.038, 3.321], [-13.021, 5.135, 7.284], [-13.503, 5.002, 5.508], [-14.331, 6.055, 6.598], [-11.583, 7.078, 7.926], [-13.191, 7.701, 7.718], [-10.689, 8.529, 6.058], [-11.043, 9.344, 7.447], [-12.815, 9.074, 5.057], [-11.308, 10.815, 4.720], [-11.924, 11.501, 6.381], [-12.938, 12.459, 4.147], [-13.885, 12.125, 5.458], [-14.993, 11.957, 2.749], [-15.890, 11.195, 4.125], [-15.570, 10.355, 2.573]]
}



Entry 2:
{
  "formula": "C27H74N9O13V",
  "method": "ωB97M-V/def2-TZVPD",
  "charge": 1,
  "s_squared": 0.84,
  "homo_energy_ev": [-10.56, -10.56],
  "multiplicity": 2,
  "total_energy_ha": -3487.60837,
  "gap_ev": [4.38, 4.92],
  "elements": ["O", "V", "C", "C", "O", "H", "H", "H", "H", "H", "C", "O", "N", "N", "H", "H", "H", "H", "C", "O", "N", "N", "H", "H", "H", "H", "C", "O", "N", "N", "H", "H", "H", "H", "C", "C", "O", "H", "H", "H", "H", "H", "H", "C", "C", "O", "H", "H", "H", "H", "H", "H", "C", "O", "C", "C", "N", "C", "C", "O", "C", "H", "H", "H", "H", "H", "H", "H", "H", "H", "H", "H", "H", "H", "H", "H", "C", "O", "C", "C", "N", "C", "C", "O", "C", "H", "H", "H", "H", "H", "H", "H", "H", "H", "H", "H", "H", "H", "H", "H", "C", "O", "C", "C", "N", "C", "C", "O", "C", "H", "H", "H", "H", "H", "H", "H", "H", "H", "H", "H", "H", "H", "H", "H"],
  "xyz": [[10.731, 11.022, 14.928], [11.751, 10.142, 15.837], [15.565, 10.876, 18.214], [14.962, 9.809, 17.290], [13.595, 10.057, 17.059], [15.444, 11.885, 17.820], [16.610, 10.625, 18.393], [15.049, 11.031, 19.162], [15.110, 8.909, 17.886], [15.596, 9.676, 16.413], [15.992, 5.822, 14.891], [15.765, 5.310, 13.809], [15.067, 6.132, 15.787], [17.202, 6.142, 15.298], [14.114, 5.922, 15.525], [15.326, 6.595, 16.646], [17.283, 6.464, 16.252], [18.026, 6.006, 14.730], [13.025, 13.698, 16.622], [12.505, 12.753, 16.105], [13.368, 14.786, 15.963], [13.248, 13.812, 17.916], [13.300, 14.795, 14.955], [13.604, 15.626, 16.472], [13.557, 14.694, 18.299], [13.030, 13.016, 18.498], [10.931, 10.917, 18.854], [10.878, 11.033, 17.624], [12.064, 10.826, 19.549], [9.876, 10.946, 19.657], [11.997, 10.866, 20.556], [12.877, 10.674, 18.970], [10.037, 11.002, 20.653], [8.920, 11.148, 19.400], [18.243, 13.163, 20.317], [18.331, 14.636, 19.991], [17.059, 15.199, 19.632], [18.220, 12.639, 19.362], [17.248, 12.887, 20.664], [18.981, 12.708, 20.979], [18.926, 14.792, 19.091], [18.856, 15.278, 20.698], [16.859, 15.062, 18.704], [16.609, 15.512, 14.465], [16.973, 15.992, 15.852], [16.651, 14.931, 16.807], [15.522, 15.475, 14.404], [16.922, 14.510, 14.171], [16.936, 16.257, 13.739], [16.511, 16.929, 16.163], [17.998, 16.348, 15.961], [15.859, 14.465, 16.528], [11.733, 14.083, 21.179], [12.499, 13.652, 22.263], [13.871, 13.341, 21.936], [14.738, 12.941, 23.189], [14.463, 11.599, 23.768], [14.843, 10.472, 22.919], [14.661, 9.207, 23.771], [15.827, 8.589, 24.323], [16.535, 9.496, 25.253], [11.684, 15.170, 21.115], [10.711, 13.884, 21.502], [11.929, 13.510, 20.273], [14.318, 14.209, 21.449], [13.800, 12.500, 21.246], [14.614, 13.688, 23.972], [15.801, 12.880, 22.957], [13.467, 11.536, 23.922], [15.790, 10.536, 22.383], [14.132, 10.464, 22.093], [14.392, 8.404, 23.085], [13.921, 9.359, 24.557], [15.861, 9.835, 26.040], [17.025, 10.318, 24.732], [17.297, 8.875, 25.724], [19.373, 8.181, 17.459], [18.182, 7.414, 17.646], [17.684, 7.465, 19.018], [18.362, 6.503, 20.075], [18.058, 5.089, 19.887], [18.888, 4.532, 18.753], [18.750, 2.970, 18.701], [17.811, 2.604, 17.685], [17.682, 1.200, 17.652], [20.184, 7.678, 17.985], [19.331, 9.238, 17.719], [19.545, 8.026, 16.394], [16.642, 7.149, 18.961], [17.612, 8.483, 19.399], [18.125, 6.728, 21.115], [19.436, 6.684, 20.118], [17.089, 4.958, 19.633], [19.949, 4.773, 18.829], [18.605, 4.874, 17.758], [18.420, 2.678, 19.698], [19.648, 2.397, 18.474], [16.644, 1.083, 17.340], [17.724, 0.683, 18.610], [18.372, 0.839, 16.890], [12.594, 8.357, 27.420], [12.680, 7.619, 26.200], [13.666, 6.704, 25.964], [13.566, 6.077, 24.552], [14.894, 5.790, 23.990], [14.679, 5.031, 22.762], [14.060, 5.761, 21.531], [14.744, 6.987, 21.263], [14.098, 7.904, 20.479], [12.466, 7.689, 28.272], [11.697, 8.974, 27.357], [13.465, 8.954, 27.690], [13.504, 5.864, 26.639], [14.630, 7.150, 26.209], [13.068, 6.753, 23.858], [12.926, 5.199, 24.637], [15.142, 6.694, 23.613], [14.125, 4.124, 23.002], [15.684, 4.709, 22.488], [12.987, 5.836, 21.707], [14.067, 5.158, 20.623], [13.073, 8.094, 20.800], [14.205, 7.547, 19.455], [14.658, 8.835, 20.567]]
}



Entry 3:
{
  "formula": "C27H76N6O8",
  "method": "ωB97M-V/def2-TZVPD",
  "homo_energy_ev": -8.57,
  "total_energy_ha": -2004.60644,
  "smiles": "COC[C@H](C)N.COC[C@H](C)N.COC[C@H](C)N.COC[C@H](C)N.COC[C@H](C)N.COC[C@H](C)N.CCO.CO",
  "gap_ev": 9.11,
  "elements": ["C", "O", "C", "C", "C", "N", "H", "H", "H", "H", "H", "H", "H", "H", "H", "H", "H", "C", "O", "C", "C", "C", "N", "H", "H", "H", "H", "H", "H", "H", "H", "H", "H", "H", "C", "O", "C", "C", "C", "N", "H", "H", "H", "H", "H", "H", "H", "H", "H", "H", "H", "C", "O", "C", "C", "C", "N", "H", "H", "H", "H", "H", "H", "H", "H", "H", "H", "H", "C", "O", "C", "C", "C", "N", "H", "H", "H", "H", "H", "H", "H", "H", "H", "H", "H", "C", "O", "C", "C", "C", "N", "H", "H", "H", "H", "H", "H", "H", "H", "H", "H", "H", "C", "C", "O", "H", "H", "H", "H", "H", "H", "C", "O", "H", "H", "H", "H"],
  "xyz": [[-10.018, -13.051, 12.058], [-10.058, -14.309, 12.753], [-9.443, -15.323, 12.004], [-9.413, -16.636, 12.749], [-8.488, -16.628, 13.930], [-8.845, -17.486, 11.760], [-10.185, -12.279, 12.806], [-10.731, -13.054, 11.219], [-8.994, -12.917, 11.679], [-10.018, -15.459, 11.064], [-8.435, -15.013, 11.682], [-10.421, -16.960, 13.082], [-8.568, -17.586, 14.415], [-8.742, -15.872, 14.657], [-7.454, -16.515, 13.658], [-9.622, -17.761, 11.150], [-8.514, -18.353, 12.195], [-5.713, -15.092, 6.037], [-6.638, -14.056, 5.550], [-7.893, -14.138, 6.241], [-8.011, -12.964, 7.212], [-9.291, -13.019, 8.056], [-7.895, -11.721, 6.493], [-6.235, -16.028, 5.965], [-5.447, -14.834, 7.053], [-4.854, -15.040, 5.383], [-8.669, -14.052, 5.466], [-7.954, -15.043, 6.821], [-7.136, -13.035, 7.903], [-9.227, -12.187, 8.786], [-9.386, -13.953, 8.597], [-10.161, -12.877, 7.455], [-8.700, -11.414, 5.947], [-7.141, -11.863, 5.819], [-14.463, -20.761, 14.164], [-15.120, -21.457, 13.160], [-14.870, -20.798, 11.911], [-15.536, -21.508, 10.776], [-15.420, -20.618, 9.501], [-16.962, -21.711, 10.998], [-14.912, -19.772, 14.300], [-13.369, -20.657, 13.932], [-14.536, -21.324, 15.077], [-15.249, -19.770, 11.948], [-13.757, -20.733, 11.739], [-15.071, -22.472, 10.586], [-15.838, -21.162, 8.673], [-14.364, -20.443, 9.258], [-15.920, -19.646, 9.761], [-17.307, -22.410, 10.374], [-17.206, -22.049, 11.930], [-15.245, -17.563, 6.509], [-14.081, -18.096, 5.893], [-14.313, -19.187, 5.030], [-12.945, -19.656, 4.482], [-12.284, -18.582, 3.583], [-13.208, -20.870, 3.753], [-15.972, -17.028, 5.896], [-14.818, -16.866, 7.254], [-15.798, -18.326, 7.082], [-14.814, -20.000, 5.588], [-14.940, -18.813, 4.183], [-12.257, -19.746, 5.360], [-11.239, -18.815, 3.369], [-12.316, -17.627, 4.096], [-12.906, -18.493, 2.690], [-13.342, -21.664, 4.385], [-12.351, -21.100, 3.217], [-7.213, -21.304, 8.582], [-7.107, -19.965, 8.337], [-6.036, -19.401, 9.032], [-6.109, -17.888, 8.877], [-5.272, -17.288, 10.023], [-7.450, -17.275, 8.949], [-8.000, -21.716, 7.953], [-7.417, -21.466, 9.642], [-6.269, -21.846, 8.348], [-6.147, -19.662, 10.072], [-5.060, -19.682, 8.642], [-5.730, -17.566, 7.926], [-5.718, -17.714, 10.952], [-5.251, -16.211, 9.989], [-4.223, -17.647, 9.968], [-7.697, -17.061, 9.925], [-8.143, -17.911, 8.592], [-15.640, -15.501, 12.567], [-14.674, -15.024, 11.658], [-15.069, -13.973, 10.796], [-13.878, -13.259, 10.246], [-12.974, -14.335, 9.519], [-13.074, -12.613, 11.284], [-16.019, -14.631, 13.151], [-15.036, -16.190, 13.184], [-16.462, -16.053, 12.045], [-15.657, -14.394, 10.004], [-15.598, -13.248, 11.388], [-14.188, -12.527, 9.502], [-12.385, -14.893, 10.206], [-12.256, -13.852, 8.815], [-13.612, -15.005, 8.970], [-12.992, -13.291, 12.063], [-13.621, -11.825, 11.649], [-10.616, -16.534, 7.772], [-10.962, -18.011, 7.553], [-12.185, -18.352, 8.213], [-10.354, -16.365, 8.823], [-11.498, -16.011, 7.452], [-9.800, -16.263, 7.130], [-10.195, -18.701, 7.903], [-11.072, -18.281, 6.519], [-12.825, -18.231, 7.503], [-12.710, -17.568, 11.533], [-11.701, -18.400, 10.949], [-12.302, -16.656, 12.032], [-13.367, -17.099, 10.778], [-13.344, -18.194, 12.187], [-11.982, -18.529, 10.054]]
}



| no. | molecular weight (g/mol) | strongest force on any atom (eV/Å) |
| --- | --- | --- |
| 1 | 741.2 | 3.3 |
| 2 | 783.9 | 5.9 |
| 3 | 612.9 | 2.6 |